[1]
{
  "formula": "C19H31N3",
  "method": "ωB97M-V/def2-TZVPD",
  "species": ["C", "C", "C", "C", "C", "C", "N", "C", "N", "C", "C", "C", "C", "C", "C", "N", "C", "C", "C", "C", "C", "C", "H", "H", "H", "H", "H", "H", "H", "H", "H", "H", "H", "H", "H", "H", "H", "H", "H", "H", "H", "H", "H", "H", "H", "H", "H", "H", "H", "H", "H", "H", "H"],
  "positions_angstrom": [[-2.441, -2.749, 1.321], [-1.383, -3.125, 0.286], [-1.922, -4.223, -0.629], [-0.961, -1.914, -0.553], [-0.233, -0.837, 0.245], [0.189, 0.320, -0.668], [0.687, 1.454, 0.062], [0.186, 2.730, -0.007], [-0.998, 2.993, -0.668], [-2.215, 2.389, -0.337], [-2.384, 1.678, 0.849], [-3.582, 1.043, 1.115], [-4.633, 1.124, 0.217], [-4.483, 1.864, -0.945], [-3.285, 2.493, -1.224], [0.906, 3.651, 0.509], [2.103, 3.030, 1.027], [2.025, 1.525, 0.640], [3.141, 1.121, -0.336], [3.566, -0.353, -0.270], [4.407, -0.623, 0.976], [4.363, -0.720, -1.521], [-2.787, -3.637, 1.846], [-2.041, -2.057, 2.058], [-3.294, -2.280, 0.835], [-0.501, -3.511, 0.810], [-1.172, -4.522, -1.358], [-2.205, -5.099, -0.051], [-2.800, -3.868, -1.166], [-0.306, -2.257, -1.359], [-1.849, -1.474, -1.013], [0.646, -1.266, 0.732], [-0.890, -0.447, 1.020], [0.945, -0.033, -1.380], [-0.678, 0.651, -1.245], [-1.061, 3.955, -0.971], [-1.575, 1.650, 1.563], [-3.701, 0.492, 2.037], [-5.567, 0.627, 0.428], [-5.304, 1.947, -1.642], [-3.166, 3.068, -2.131], [2.980, 3.523, 0.598], [2.137, 3.172, 2.111], [2.067, 0.890, 1.533], [4.023, 1.730, -0.124], [2.816, 1.370, -1.349], [2.677, -0.989, -0.230], [3.864, -0.361, 1.882], [4.674, -1.675, 1.033], [5.323, -0.037, 0.948], [3.759, -0.590, -2.417], [4.689, -1.757, -1.476], [5.244, -0.087, -1.607]],
  "atomic_forces_ev_per_a": [[0.296, -0.092, -0.047], [-0.195, 0.030, -0.255], [0.200, 0.098, 0.213], [0.262, -0.105, 0.407], [-0.083, 0.040, -0.408], [-0.159, -0.254, 0.165], [-0.215, 0.020, 0.041], [0.623, 0.255, 0.231], [0.025, 0.252, -0.379], [-0.371, -0.230, 0.095], [0.147, 0.190, -0.068], [-0.103, -0.044, -0.013], [-0.114, -0.088, 0.059], [-0.052, 0.048, 0.007], [0.110, 0.025, 0.045], [-0.634, 0.477, -0.162], [0.023, -0.124, 0.045], [0.402, 0.061, 0.140], [-0.242, -0.331, 0.170], [0.243, 0.153, -0.150], [-0.277, -0.039, -0.131], [-0.243, -0.063, 0.191], [-0.076, -0.062, 0.092], [-0.031, 0.113, 0.128], [-0.146, 0.076, -0.056], [0.011, 0.021, -0.016], [0.045, -0.059, -0.115], [-0.069, -0.128, 0.013], [-0.135, 0.024, -0.093], [-0.017, -0.010, -0.116], [-0.083, 0.012, -0.100], [0.047, -0.024, 0.094], [0.055, 0.028, 0.063], [-0.064, 0.013, -0.065], [0.130, -0.076, -0.044], [0.066, -0.070, 0.122], [0.067, -0.038, 0.062], [0.004, -0.047, 0.075], [-0.075, -0.041, 0.018], [-0.055, 0.011, -0.056], [0.041, 0.006, -0.122], [0.085, -0.140, 0.076], [0.094, -0.038, -0.034], [0.079, 0.025, -0.050], [0.048, 0.049, -0.025], [0.011, 0.086, -0.059], [-0.049, 0.006, -0.002], [-0.006, 0.011, 0.163], [0.056, -0.097, 0.063], [0.133, 0.079, -0.001], [-0.026, 0.018, -0.129], [0.084, -0.106, -0.048], [0.132, 0.080, -0.032]],
  "e_homo_ev": -7.9,
  "total_charge": 0,
  "orbital_gap_ev": 8.801,
  "relative_energy_ev": 0.111,
  "smiles": "CC(C)CCCN1C(Nc2ccccc2)=NC[C@@H]1CC(C)C",
  "energy_ha": -906.86763
}



[2]
{
  "formula": "C5H5N",
  "method": "ωB97M-V/def2-TZVPD",
  "species": ["C", "C", "C", "C", "H", "H", "H", "H", "C", "N", "H"],
  "positions_angstrom": [[-0.370, -0.477, -2.037], [0.257, 0.110, -1.039], [0.925, 0.535, -0.037], [1.656, 1.121, 0.864], [-1.135, -1.217, -1.803], [-0.269, -0.095, -2.970], [2.439, 1.834, 0.538], [1.582, 0.847, 1.967], [-1.659, -1.709, 1.665], [-1.667, -0.692, 2.202], [-1.841, -2.497, 0.925]],
  "atomic_forces_ev_per_a": [[-0.606, -0.400, 3.381], [0.486, -0.471, 0.315], [-0.675, 0.039, -0.936], [0.822, -0.036, 1.607], [0.174, 0.044, -0.317], [0.293, 0.721, -2.877], [-0.622, -0.363, 0.413], [0.110, 0.455, -1.609], [-0.692, 0.322, -1.039], [0.268, -0.704, 0.110], [0.441, 0.392, 0.952]],
  "e_homo_ev": -9.2,
  "total_charge": 0,
  "orbital_gap_ev": 9.548,
  "relative_energy_ev": 3.936,
  "smiles": "C=C=C=C.C#N",
  "energy_ha": -248.13038
}



[3]
{
  "formula": "C27H46AuBN7O",
  "method": "ωB97M-V/def2-TZVPD",
  "species": ["Au", "C", "C", "C", "C", "N", "N", "B", "N", "N", "C", "C", "C", "C", "C", "C", "C", "C", "N", "N", "C", "C", "C", "C", "C", "C", "C", "C", "C", "C", "C", "C", "H", "H", "H", "H", "H", "H", "H", "H", "H", "H", "H", "H", "H", "H", "H", "H", "H", "H", "H", "H", "H", "H", "H", "H", "H", "H", "H", "H", "H", "H", "H", "H", "H", "H", "H", "H", "H", "H", "H", "H", "N", "C", "O", "C", "C", "H", "H", "H", "H", "H", "H"],
  "positions_angstrom": [[-0.087, 0.639, -0.106], [1.260, -2.746, 3.743], [0.702, -1.444, 3.265], [0.245, -0.391, 4.016], [-0.170, 0.598, 3.129], [0.035, 0.152, 1.874], [0.583, -1.136, 1.967], [1.020, -2.092, 0.770], [-0.200, -2.486, -0.078], [-1.272, -1.638, -0.190], [-2.257, -2.372, -0.711], [-1.815, -3.684, -0.958], [-0.517, -3.723, -0.531], [0.432, -4.880, -0.533], [-3.685, -1.898, -0.897], [-4.054, -1.953, -2.384], [-4.600, -2.847, -0.112], [-3.903, -0.483, -0.384], [2.151, -1.352, 0.014], [2.075, 0.004, -0.073], [3.243, 0.432, -0.563], [4.072, -0.665, -0.803], [3.350, -1.779, -0.409], [3.777, -3.211, -0.389], [3.578, 1.911, -0.609], [2.683, 2.648, -1.606], [3.355, 2.505, 0.790], [5.037, 2.096, -1.016], [-0.725, 1.928, 3.607], [-1.169, 2.834, 2.486], [-1.933, 1.640, 4.509], [0.371, 2.634, 4.416], [1.258, -2.753, 4.832], [2.283, -2.893, 3.398], [0.665, -3.588, 3.390], [0.218, -0.343, 5.093], [1.485, -3.100, 1.220], [-2.381, -4.511, -1.358], [-0.107, -5.783, -0.815], [0.886, -5.042, 0.444], [1.238, -4.735, -1.255], [-4.001, -2.975, -2.768], [-3.373, -1.336, -2.977], [-5.073, -1.587, -2.538], [-4.489, -3.881, -0.445], [-5.644, -2.556, -0.254], [-4.375, -2.810, 0.957], [-3.503, 0.234, -1.093], [-3.436, -0.322, 0.592], [-4.973, -0.280, -0.293], [5.089, -0.657, -1.162], [4.832, -3.275, -0.653], [3.214, -3.811, -1.105], [3.641, -3.657, 0.596], [1.655, 2.650, -1.238], [2.712, 2.177, -2.593], [3.005, 3.688, -1.711], [2.314, 2.386, 1.106], [3.598, 3.571, 0.791], [3.988, 2.008, 1.528], [5.226, 1.710, -2.022], [5.711, 1.590, -0.322], [5.286, 3.159, -1.012], [-1.983, 2.374, 1.926], [-0.343, 3.068, 1.807], [-1.536, 3.775, 2.903], [-2.716, 1.110, 3.961], [-2.347, 2.582, 4.877], [-1.653, 1.033, 5.372], [1.248, 2.839, 3.797], [0.692, 2.028, 5.266], [-0.009, 3.584, 4.800], [-0.001, 1.840, -3.978], [-0.273, 1.749, -2.695], [0.069, 0.702, -2.069], [-0.947, 2.813, -1.931], [-1.483, 2.217, -0.634], [0.482, 1.083, -4.439], [-0.289, 2.637, -4.519], [-1.771, 3.252, -2.501], [-0.222, 3.611, -1.765], [-2.393, 1.654, -0.762], [-1.579, 2.930, 0.167]],
  "atomic_forces_ev_per_a": [[0.849, 1.098, 0.231], [-0.043, 0.050, 0.097], [0.192, -0.412, -0.257], [-0.088, 0.169, 0.296], [0.041, -0.040, -0.231], [-0.094, -0.397, 0.388], [-0.317, 0.465, -0.295], [-0.097, -0.038, 0.145], [0.115, 0.262, 0.197], [-0.166, -0.750, -0.204], [-0.098, 0.267, 0.066], [-0.290, -0.032, -0.095], [0.416, -0.012, 0.113], [-0.064, 0.041, -0.039], [0.133, -0.135, -0.012], [-0.020, -0.027, -0.079], [-0.091, -0.041, 0.034], [-0.022, 0.084, 0.145], [-0.134, 0.033, 0.045], [-0.158, -0.955, -0.147], [-0.094, 0.523, 0.140], [0.114, 0.112, 0.012], [-0.065, -0.175, 0.058], [-0.005, 0.070, -0.051], [-0.010, -0.109, -0.027], [-0.040, 0.029, -0.083], [0.008, 0.012, 0.051], [0.104, 0.041, -0.053], [0.140, -0.218, 0.020], [-0.049, 0.180, -0.158], [-0.045, -0.024, 0.095], [0.064, 0.021, 0.071], [-0.004, -0.003, -0.018], [-0.026, 0.035, 0.007], [-0.003, 0.043, 0.004], [-0.001, 0.003, -0.097], [-0.023, 0.235, 0.074], [0.040, 0.085, 0.023], [0.011, 0.014, 0.005], [-0.035, 0.022, -0.022], [-0.055, 0.006, 0.029], [0.008, 0.047, 0.015], [-0.041, -0.024, 0.038], [0.055, -0.030, 0.015], [-0.003, 0.053, 0.016], [0.045, -0.027, 0.015], [-0.002, -0.001, -0.051], [0.080, 0.089, -0.089], [-0.015, -0.024, -0.070], [0.037, -0.019, -0.015], [-0.089, 0.012, 0.047], [-0.024, -0.003, 0.009], [0.023, 0.059, 0.027], [-0.012, 0.039, -0.014], [0.049, 0.023, -0.019], [0.007, 0.027, 0.053], [-0.013, -0.059, 0.032], [0.063, 0.001, -0.029], [-0.007, -0.061, -0.014], [-0.028, 0.021, -0.034], [-0.017, 0.013, 0.060], [-0.033, 0.020, -0.023], [0.005, -0.053, -0.007], [-0.008, 0.010, 0.058], [-0.038, -0.018, 0.044], [0.013, -0.051, -0.026], [0.042, 0.030, 0.013], [0.023, -0.048, -0.014], [-0.029, 0.050, -0.047], [-0.048, -0.011, 0.017], [-0.014, 0.046, -0.042], [0.019, -0.051, -0.018], [-0.055, 0.003, -0.113], [0.097, -0.550, 0.093], [0.027, 0.316, -0.982], [-0.448, 0.247, 0.120], [0.353, -0.925, 0.659], [0.006, 0.004, 0.010], [-0.008, 0.001, -0.004], [0.062, 0.036, -0.086], [0.046, 0.016, 0.116], [-0.244, 0.142, -0.123], [0.026, 0.120, -0.118]],
  "e_homo_ev": -11.0,
  "total_charge": 1,
  "orbital_gap_ev": 7.066,
  "relative_energy_ev": 1.380,
  "energy_ha": -1675.35942
}



[4]
{
  "formula": "C2H3FSi",
  "method": "ωB97M-V/def2-TZVPD",
  "species": ["C", "C", "F", "Si", "H", "H", "H"],
  "positions_angstrom": [[0.422, 0.312, 0.704], [-0.765, 0.950, 0.443], [-1.429, 1.825, 1.277], [0.207, -0.747, -0.840], [1.355, 0.471, 1.434], [0.455, -0.751, -2.269], [-0.245, -2.060, -0.748]],
  "atomic_forces_ev_per_a": [[1.374, 1.339, 0.374], [1.696, -2.426, -0.351], [1.050, -1.060, -1.165], [-1.504, 3.244, 2.194], [-2.393, -0.370, -1.326], [0.443, 1.007, -0.425], [-0.666, -1.734, 0.699]],
  "e_homo_ev": -8.9,
  "total_charge": 0,
  "orbital_gap_ev": 8.093,
  "relative_energy_ev": 4.305,
  "energy_ha": -467.18714
}



[5]
{
  "formula": "C5H14O3",
  "method": "ωB97M-V/def2-TZVPD",
  "species": ["C", "C", "C", "O", "O", "O", "H", "H", "H", "H", "H", "H", "H", "H", "C", "C", "H", "H", "H", "H", "H", "H"],
  "positions_angstrom": [[-0.292, -0.921, 1.140], [-1.325, 0.222, -0.536], [-1.449, -0.807, 2.077], [-0.180, -2.146, 0.550], [0.803, -0.288, 1.416], [-1.963, 1.384, -0.024], [1.031, 0.392, 0.552], [0.719, -2.226, 0.200], [-1.362, 2.132, -0.123], [-2.004, -0.609, -0.380], [-1.186, 0.280, -1.629], [-1.746, 0.235, 2.168], [-2.294, -1.401, 1.732], [-1.132, -1.178, 3.055], [1.292, 1.108, -0.730], [1.922, 0.145, -1.735], [2.474, -0.648, -1.222], [2.626, 0.643, -2.407], [1.161, -0.333, -2.357], [2.060, 1.578, -0.104], [0.789, 1.939, -1.235], [0.056, 0.500, -0.410]],
  "atomic_forces_ev_per_a": [[0.192, 0.050, -0.228], [0.172, -0.143, 0.244], [-0.031, 0.014, -0.053], [-0.035, 0.316, 0.104], [-0.300, -0.212, -0.052], [0.094, -0.020, -0.066], [-0.009, 0.059, -0.167], [-0.028, 0.051, 0.033], [-0.021, -0.061, 0.011], [-0.030, -0.011, 0.027], [-0.019, 0.026, 0.047], [0.024, -0.021, -0.013], [0.042, 0.011, -0.013], [0.014, 0.015, -0.063], [-0.069, -0.082, 0.097], [-0.022, 0.047, 0.041], [-0.014, 0.029, -0.016], [-0.037, -0.027, 0.033], [0.015, 0.016, 0.025], [-0.005, -0.018, -0.041], [0.008, -0.027, 0.002], [0.058, -0.012, 0.048]],
  "e_homo_ev": -8.0,
  "total_charge": 0,
  "orbital_gap_ev": 8.802,
  "relative_energy_ev": 3.820,
  "energy_ha": -424.46583
}



[6]
{
  "formula": "C4H9NO",
  "method": "ωB97M-V/def2-TZVPD",
  "species": ["C", "C", "C", "C", "O", "N", "H", "H", "H", "H", "H", "H", "H", "H", "H"],
  "positions_angstrom": [[-1.667, -0.479, -0.410], [-0.463, 0.274, 0.030], [0.786, -0.119, -0.642], [2.063, 0.589, -0.370], [3.075, -0.021, -0.461], [-0.357, 0.088, 1.502], [-2.371, 0.153, -1.074], [-2.285, -0.641, 0.402], [-1.568, -1.449, -0.930], [-0.608, 1.408, -0.046], [0.712, -0.191, -1.829], [1.123, -1.160, -0.379], [2.256, 1.572, 0.162], [0.215, -0.632, 1.855], [-0.910, 0.609, 2.191]],
  "atomic_forces_ev_per_a": [[-2.490, 0.373, -2.913], [0.517, 2.851, 1.125], [1.139, -2.036, -2.874], [1.043, 1.646, 2.133], [1.449, -1.141, -0.856], [-0.734, 0.998, -1.321], [1.501, -0.726, 0.808], [-1.454, -0.623, 1.788], [0.731, 0.504, 0.392], [-0.127, -1.417, -0.096], [-0.378, 0.353, 2.451], [-0.820, 0.581, -0.247], [-1.435, -0.038, -0.749], [1.025, -1.284, 0.720], [0.034, -0.040, -0.363]],
  "e_homo_ev": [-14.0, -13.9],
  "total_charge": 1,
  "orbital_gap_ev": [10.271, 5.094],
  "relative_energy_ev": 2.292,
  "spin_multiplicity": 2,
  "energy_ha": -287.41655
}